Formula: C10H40N6O10
Source: the OMol25 dataset
Level of theory: ωB97M-V/def2-TZVPD

Computed properties:
Energy above the lowest of the compared OMol25 structures with the same formula, charge and spin, kJ/mol: 250.5
SMILES string: NC(N)=O.NC(N)=O.NC(N)=O.CO.CO.CO.CO.CO.CO.CO
LUMO, eV: 0.03
E, eV: -40432.740
Highest occupied orbital energy, eV: -9.39

Element x y z (Å)
1 N -3.3203 0.4916 -3.0040
2 C -2.9275 -0.6883 -2.6297
3 N -2.7621 -1.4134 -3.7122
4 O -2.7125 -1.0129 -1.4544
5 H -3.2003 0.7582 -3.9707
6 H -3.2900 1.2309 -2.3166
7 H -2.4350 -2.3577 -3.5659
8 H -2.9598 -1.0214 -4.6218
9 N 0.3508 -3.9178 1.6147
10 C 0.5796 -3.4485 0.4131
11 N -0.3313 -2.5927 0.1402
12 O 1.3675 -3.7948 -0.3921
13 H 0.8715 -4.6788 2.0269
14 H -0.4543 -3.5347 2.0891
15 H -1.1120 -2.4116 0.7548
16 H -0.4198 -2.2388 -0.8016
17 N -3.1526 -0.4857 1.4416
18 C -2.9580 -1.3728 2.3575
19 N -3.4504 -0.9881 3.4744
20 O -2.3655 -2.4905 2.1973
21 H -3.6339 0.3280 1.7972
22 H -3.0496 -0.6710 0.4541
23 H -3.4954 -1.6073 4.2710
24 H -3.8179 -0.0478 3.4432
25 C 3.9888 -1.4367 1.1588
26 O 5.2832 -2.0299 1.2118
27 H 3.4551 -1.9860 0.3831
28 H 3.3721 -1.5346 2.0522
29 H 4.1529 -0.3828 0.9341
30 H 5.2423 -2.9819 1.3284
31 C -2.7628 3.4617 1.6166
32 O -3.8620 2.6961 2.1695
33 H -3.1150 4.0549 0.7728
34 H -2.4533 4.1290 2.4210
35 H -1.9717 2.7935 1.2764
36 H -4.5860 3.3252 2.2095
37 C 1.1305 0.7494 0.1841
38 O -0.2046 1.0725 0.4942
39 H 1.3695 -0.3094 0.2833
40 H 1.2738 0.9608 -0.8756
41 H 1.8417 1.3683 0.7312
42 H -0.7516 0.3175 0.2655
43 C -0.2423 3.4195 -1.7244
44 O -0.4670 4.6717 -2.1945
45 H 0.4519 3.4961 -0.8876
46 H -1.1722 2.9040 -1.4844
47 H 0.2087 2.8067 -2.5049
48 H 0.1001 4.8052 -2.9575
49 C 0.8833 -0.8245 -3.2712
50 O 1.9389 -1.2277 -2.3566
51 H -0.0724 -0.8762 -2.7495
52 H 1.0633 0.1978 -3.6036
53 H 0.8640 -1.6214 -4.0147
54 H 1.6673 -1.9851 -1.8330
55 C 4.8540 1.0355 -1.7607
56 O 5.4262 2.0408 -0.9284
57 H 3.7736 1.0230 -1.6162
58 H 5.1243 1.1872 -2.8057
59 H 5.3037 0.1057 -1.4125
60 H 6.3275 2.3710 -0.9441
61 C 0.3222 -0.2929 3.6197
62 O -0.1898 0.9931 3.4306
63 H 1.3121 -0.0872 4.0272
64 H -0.4210 -0.8056 4.2304
65 H 0.5138 -0.7251 2.6376
66 H -0.2948 1.0867 2.4809

Atomic forces in eV per Å
-1.3 4.6 0.1
0.8 -0.7 1.8
0.8 -3.2 -1.1
0.0 -0.3 -0.6
-0.2 0.3 0.4
-0.1 0.0 -0.2
-0.1 0.1 -0.6
0.2 -0.7 0.3
0.5 -1.8 3.6
-1.0 -1.0 1.0
-3.8 5.0 -2.3
4.2 -1.5 -2.9
-0.1 0.3 -0.3
0.1 -0.4 0.4
-0.3 -0.1 0.1
0.0 -0.2 0.2
-0.2 2.4 -2.8
2.7 -5.1 -1.3
-1.5 0.9 4.2
-0.8 1.5 0.1
0.1 0.4 -1.2
0.0 0.1 -0.1
0.1 0.5 -0.1
-0.2 -0.4 1.2
0.1 -0.9 -0.6
0.5 0.4 0.6
-0.4 0.6 -0.4
0.3 0.0 0.5
-0.2 -0.1 -0.1
-0.3 0.0 0.0
-0.6 0.0 0.5
0.2 -0.1 -0.6
0.1 0.0 -0.1
0.6 0.1 -0.3
-0.1 0.0 0.3
-0.2 -0.2 0.2
0.7 0.0 -1.2
-0.5 0.1 0.8
-0.1 0.0 0.4
0.3 0.1 -0.2
-0.3 0.0 0.3
-0.2 -0.2 0.0
0.8 -1.9 0.3
-0.7 2.4 -1.3
-0.2 -0.6 0.3
0.0 0.2 0.5
0.3 -0.3 0.0
-0.1 0.3 0.1
0.6 -1.6 1.5
-0.1 1.2 -0.5
-0.3 0.3 0.0
0.2 -0.3 -0.3
-0.2 0.6 -0.8
-0.1 -0.5 0.1
1.9 0.0 0.3
-1.5 1.2 1.1
0.2 0.1 0.0
-0.3 0.0 -0.1
-0.4 -0.5 -0.4
0.0 -0.9 -1.0
0.6 0.7 -0.3
-0.8 1.3 -0.5
0.0 -1.0 0.8
0.7 -0.7 0.1
-0.3 -0.7 0.1
-0.2 0.5 -0.3

Formula: C10H40O10
Source: the OMol25 dataset
Level of theory: ωB97M-V/def2-TZVPD

Computed properties:
Energy above the lowest of the compared OMol25 structures with the same formula, charge and spin, kJ/mol: 403.5
SMILES string: CO.CO.CO.CO.CO.CO.CO.CO.CO.CO
LUMO, eV: 0.63
E, eV: -31488.967
Highest occupied orbital energy, eV: -9.78

Element x y z (Å)
1 C -2.0285 1.7938 -2.7233
2 O -0.6335 2.3380 -2.7795
3 H -2.5003 2.3235 -3.5346
4 H -2.0400 0.6741 -2.7104
5 H -2.3582 2.1782 -1.7429
6 H -0.0574 1.8144 -2.1066
7 C -0.0094 3.8650 2.9483
8 O 0.7219 3.0866 3.8555
9 H -0.5541 4.6089 3.5069
10 H 0.6068 4.4510 2.2362
11 H -0.8254 3.3173 2.3984
12 H 1.3140 2.5226 3.3971
13 C -3.3223 -0.8210 3.4598
14 O -2.1354 -0.3520 2.8159
15 H -3.2890 -0.9067 4.5071
16 H -4.0959 -0.1100 3.1341
17 H -3.5929 -1.8440 3.0999
18 H -1.3772 -0.2683 3.3792
19 C 2.8783 -4.2587 -1.3987
20 O 2.0777 -3.2192 -0.8375
21 H 2.2768 -5.0821 -1.8410
22 H 3.4714 -3.8214 -2.2217
23 H 3.4877 -4.5712 -0.5979
24 H 1.3841 -2.9813 -1.5051
25 C 2.3051 3.8464 -0.7194
26 O 1.9469 3.4349 -1.9800
27 H 2.2612 3.0465 -0.0032
28 H 3.3556 4.0865 -0.7445
29 H 1.8585 4.7109 -0.3623
30 H 1.0466 3.7630 -2.2271
31 C -4.1773 -2.8404 -1.2218
32 O -3.0946 -2.0159 -1.6289
33 H -4.1673 -3.0499 -0.1488
34 H -5.1074 -2.3122 -1.4355
35 H -4.1474 -3.8367 -1.6482
36 H -2.8723 -1.4645 -0.8875
37 C 3.0859 0.1499 -1.2371
38 O 2.8297 -0.3652 0.0577
39 H 3.6208 1.1227 -1.0338
40 H 3.7995 -0.5082 -1.7642
41 H 2.1940 0.3666 -1.8684
42 H 2.5648 -1.2905 -0.1094
43 C -0.4258 -1.4615 -3.9003
44 O -0.2623 -2.2439 -2.7422
45 H 0.4586 -0.8224 -4.0714
46 H -0.4224 -2.0502 -4.8527
47 H -1.3869 -0.9815 -3.9839
48 H -1.1333 -2.5703 -2.5229
49 C 1.8417 -0.2584 3.9891
50 O 0.4390 0.0050 4.1948
51 H 1.8931 -1.1230 3.3989
52 H 2.4079 0.5531 3.5505
53 H 2.2649 -0.4926 4.9789
54 H 0.3741 0.8830 4.4872
55 C -0.1225 -0.1100 0.0899
56 O -1.5545 -0.3455 0.1733
57 H 0.3240 -0.7223 0.8511
58 H 0.1468 -0.3610 -0.9238
59 H 0.1549 0.8976 0.3525
60 H -1.6984 -0.3774 1.1541

Atomic forces in eV per Å
2.3 0.7 1.6
0.6 -2.1 1.4
-0.5 -0.4 -0.2
-0.2 1.1 -0.4
-0.7 -0.5 -0.5
-1.6 1.3 -1.8
-1.1 0.5 -1.1
-0.6 0.4 0.9
-0.1 0.2 0.5
-0.1 -0.6 0.2
1.0 0.1 0.3
0.8 -0.7 -0.9
-0.4 -0.3 -2.3
-0.7 -0.2 -0.2
0.4 0.3 1.4
-0.1 -0.4 0.4
0.3 0.7 0.0
0.8 -0.2 0.8
-0.9 0.9 -1.4
-1.2 0.3 -0.9
0.3 0.3 0.5
0.1 -0.4 0.3
0.9 -0.7 0.6
0.6 -0.1 0.8
1.9 -0.9 0.2
-1.8 0.1 -1.7
-0.5 -0.5 0.6
0.7 0.2 -0.1
-1.4 1.6 0.6
1.1 -0.6 0.3
-0.2 0.3 0.6
-0.2 -1.1 -0.7
0.2 0.3 0.2
-0.2 -0.4 -0.2
0.1 0.1 -0.7
0.7 0.7 0.6
1.2 1.4 0.2
-0.6 -0.8 -0.5
-0.6 -0.9 -0.6
-0.4 0.3 -0.1
0.4 -0.3 0.5
0.1 0.2 0.4
0.9 -0.6 -2.1
0.4 0.1 -0.1
-0.7 0.2 0.7
0.1 -0.3 0.7
-0.1 0.8 0.6
-0.5 -0.1 0.5
-0.7 0.2 1.9
0.5 -1.5 -1.0
0.2 -1.1 -1.0
-0.1 0.3 -0.3
0.2 0.1 -0.3
-0.4 2.1 0.7
-1.6 -0.5 0.1
0.6 0.5 0.9
0.7 -0.6 -0.1
0.5 -0.2 -0.1
-0.1 0.7 -0.2
-0.6 0.0 -0.9

Formula: C10H40O10
Source: the OMol25 dataset
Level of theory: ωB97M-V/def2-TZVPD

Computed properties:
Energy above the lowest of the compared OMol25 structures with the same formula, charge and spin, kJ/mol: 522.6
SMILES string: CO.CO.CO.CO.CO.CO.CO.CO.CO.CO
LUMO, eV: 0.41
E, eV: -31487.732
Highest occupied orbital energy, eV: -9.79

Element x y z (Å)
1 C -0.5810 0.4332 -5.8057
2 O -1.5275 0.4782 -4.8042
3 H 0.3631 0.9007 -5.5260
4 H -0.3536 -0.5587 -6.1963
5 H -0.8832 1.0597 -6.6449
6 H -2.4173 0.4293 -5.1612
7 C 1.9164 1.1300 3.5271
8 O 1.2734 0.5012 2.4793
9 H 2.8961 1.4055 3.1366
10 H 1.2840 1.9522 3.8620
11 H 2.0782 0.4662 4.3764
12 H 0.5598 0.0063 2.8885
13 C 5.1254 -0.8891 -1.6585
14 O 4.9320 0.4821 -1.8530
15 H 5.9279 -1.2031 -0.9910
16 H 4.3069 -1.5021 -1.2812
17 H 5.3373 -1.3236 -2.6355
18 H 4.6020 0.8260 -1.0197
19 C -1.9542 -3.4045 -0.4296
20 O -2.5616 -4.6843 -0.4645
21 H -2.7362 -2.6894 -0.1743
22 H -1.0907 -3.2069 0.2056
23 H -1.6399 -3.2540 -1.4624
24 H -2.2392 -5.1236 -1.2548
25 C 1.2869 -3.6778 2.8576
26 O 0.1448 -4.3126 2.4222
27 H 1.6308 -3.0334 2.0486
28 H 1.0021 -3.0764 3.7209
29 H 1.9767 -4.4625 3.1684
30 H 0.0014 -5.1203 2.9209
31 C 0.8740 -0.3601 -0.6670
32 O 0.3951 -0.6011 -2.0131
33 H 0.6994 0.5989 -0.1791
34 H 0.6287 -1.2196 -0.0431
35 H 1.9598 -0.4061 -0.7502
36 H -0.2090 0.0953 -2.2810
37 C -1.6007 -1.7376 3.1999
38 O -1.0934 -0.5234 3.8327
39 H -1.4523 -2.5748 3.8820
40 H -2.6774 -1.6123 3.0851
41 H -1.2518 -1.7773 2.1680
42 H -1.5337 0.2339 3.4400
43 C -1.8868 2.8883 -2.4933
44 O -1.7634 1.5697 -2.1288
45 H -0.8892 3.2107 -2.7915
46 H -2.7396 3.0663 -3.1483
47 H -2.0840 3.4980 -1.6116
48 H -1.5781 1.1505 -2.9723
49 C -2.6715 1.6700 1.4543
50 O -2.4692 1.7750 2.8704
51 H -2.7045 2.7069 1.1197
52 H -1.7682 1.1706 1.1039
53 H -3.4428 1.0057 1.0645
54 H -2.5020 2.7020 3.1177
55 C 0.5467 3.7818 0.0388
56 O 0.7716 5.1438 -0.2643
57 H 1.1958 3.0348 -0.4183
58 H 0.7109 3.7615 1.1161
59 H -0.4341 3.4522 -0.3037
60 H 0.3089 5.7479 0.3211

Atomic forces in eV per Å
1.0 0.7 -1.9
-0.6 0.0 1.5
-0.1 -0.2 0.7
-0.2 -0.2 0.2
-0.2 -0.1 -0.3
0.1 -0.1 -0.1
0.5 0.2 0.4
-0.4 -0.9 -1.1
0.0 0.6 0.3
0.5 0.5 0.2
0.0 -0.1 0.2
-0.6 -0.3 0.0
0.4 -1.7 -0.6
-0.2 0.0 0.6
0.6 0.6 0.1
-0.8 0.6 0.0
0.2 0.1 0.0
-0.1 0.3 0.0
-0.4 0.5 -1.4
0.2 -0.6 0.7
0.1 0.2 0.0
0.0 -0.8 0.4
0.2 0.9 0.1
0.0 -0.1 0.2
0.2 0.1 0.8
-1.8 -1.0 -1.1
0.4 -0.1 0.2
0.5 0.4 0.2
0.8 0.5 -0.1
0.0 0.1 0.0
1.1 -0.7 -0.9
0.0 0.4 0.8
-0.8 -0.1 -0.3
-0.5 0.2 0.2
0.2 0.0 0.1
0.0 0.1 0.4
-0.9 1.8 0.3
0.5 -1.2 -0.1
0.5 0.0 -0.6
-0.3 -0.2 0.2
0.6 -0.8 0.2
-0.4 0.4 0.0
0.3 1.7 0.9
-0.2 -1.6 0.5
-0.3 0.6 -0.9
0.4 0.1 -0.6
-0.2 -0.1 0.2
-0.1 -0.7 -0.4
1.7 0.2 0.1
-0.8 -0.5 0.3
-0.3 -0.4 -0.9
0.3 0.4 -0.5
-0.8 0.5 0.8
-0.1 -0.2 0.1
-0.5 0.3 1.1
0.8 0.3 -1.6
0.7 0.8 -0.3
-0.5 -1.1 0.2
-0.3 0.1 0.5
-0.1 -0.5 0.2

Formula: C10H48O14
Source: the OMol25 dataset
Level of theory: ωB97M-V/def2-TZVPD

Computed properties:
Energy above the lowest of the compared OMol25 structures with the same formula, charge and spin, kJ/mol: 364.3
LUMO, eV: -0.21
E, eV: -39809.380
Highest occupied orbital energy, eV: -9.50

Element x y z (Å)
1 C 2.1804 -2.5876 1.4404
2 O 1.4882 -3.3169 2.4776
3 H 1.4238 -2.1630 0.7806
4 H 2.6401 -1.7302 1.9320
5 H 2.9238 -3.1843 0.9118
6 H 0.8595 -2.7354 2.9112
7 C 3.0650 -1.2035 -1.5526
8 O 4.3285 -1.2627 -0.9056
9 H 2.7087 -2.2166 -1.7393
10 H 2.2316 -0.8893 -0.9242
11 H 2.9731 -0.7425 -2.5360
12 H 4.4100 -0.3656 -0.5736
13 C -5.1669 1.0252 -0.9255
14 O -4.2034 1.5841 -0.0762
15 H -5.0709 1.4245 -1.9351
16 H -5.1145 -0.0556 -1.0570
17 H -6.1521 1.2373 -0.5102
18 H -3.4161 1.0485 -0.1984
19 C 0.1527 -1.2053 -4.1611
20 O 0.1785 -2.5672 -4.5289
21 H -0.6233 -0.6947 -4.7313
22 H 0.1165 -1.1030 -3.0765
23 H 1.0312 -0.6850 -4.5426
24 H 0.6047 -3.0577 -3.8222
25 C -0.8575 -3.1706 -0.1723
26 O -0.2829 -2.6823 -1.3107
27 H -0.1526 -3.8809 0.2597
28 H -1.0426 -2.3220 0.4862
29 H -1.7779 -3.7431 -0.2871
30 H 0.4131 -3.2904 -1.5703
31 C -0.5481 2.9571 2.3994
32 O 0.8324 2.8381 2.1007
33 H -1.1428 2.5297 1.5921
34 H -0.9123 2.4197 3.2750
35 H -0.8357 3.9881 2.6053
36 H 1.0487 3.5547 1.4996
37 C 2.5172 2.4612 -2.8078
38 O 1.4482 2.2539 -1.8903
39 H 2.5765 3.4625 -3.2344
40 H 3.5066 2.2908 -2.3834
41 H 2.3420 1.7056 -3.5736
42 H 1.5624 2.8361 -1.1356
43 C -0.5484 0.4331 0.0682
44 O -1.7377 0.6507 -0.7148
45 H -0.8937 0.1285 1.0562
46 H 0.1254 -0.2943 -0.3848
47 H 0.0418 1.3325 0.2438
48 H -1.4793 1.1087 -1.5180
49 C 0.7452 -0.2394 3.6831
50 O -0.1487 -1.3535 3.6495
51 H 0.7189 0.3230 4.6164
52 H 1.7944 -0.5137 3.5734
53 H 0.4425 0.5123 2.9541
54 H -1.0164 -1.0485 3.3743
55 C 3.7722 2.6325 3.1052
56 O 3.3657 2.1304 1.8441
57 H 3.5781 1.9208 3.9077
58 H 4.8248 2.9086 3.0426
59 H 3.2373 3.5448 3.3693
60 H 2.4337 1.9023 1.8117
61 O -3.0193 -1.6269 -2.3467
62 H -2.0709 -1.5655 -2.2329
63 H -3.2610 -0.8137 -2.7900
64 O -3.7963 -1.8941 0.8642
65 H -4.6002 -2.2997 0.5394
66 H -3.2590 -1.7665 0.0824
67 O -0.9494 1.9725 -2.9022
68 H -0.0877 2.1002 -2.5056
69 H -1.2732 2.8587 -3.0634
70 O -2.7491 -0.6775 2.9340
71 H -3.2081 -1.2678 2.3363
72 H -3.2458 0.1397 2.8927

Atomic forces in eV per Å
-1.2 0.5 1.5
1.1 -0.9 -1.0
0.2 -0.1 -0.5
0.6 0.1 -0.3
-0.2 -0.1 0.2
-0.3 0.5 0.1
-1.2 -1.6 -0.1
-0.9 0.7 -0.6
0.5 -0.5 -0.1
0.3 0.8 0.3
0.7 0.6 0.1
0.6 0.1 0.4
-0.6 0.0 -0.3
-0.3 -0.2 0.3
-0.3 0.3 -0.2
0.3 -0.2 0.4
-0.1 0.2 -0.2
0.7 0.1 0.1
0.5 0.3 -0.6
-0.1 -0.3 -0.1
-0.6 -0.3 0.6
-0.4 0.4 -0.1
0.6 0.0 0.2
0.0 0.0 -0.1
-0.2 -1.1 2.0
0.7 0.8 -2.4
-0.1 0.2 0.8
0.0 -0.2 0.4
-0.3 0.2 -0.5
-0.1 0.1 -0.1
-1.2 0.1 -0.1
-0.3 -0.1 0.5
-0.2 0.4 -0.2
1.0 -0.3 0.2
0.1 0.1 -0.3
0.1 0.1 0.1
0.4 -0.5 -0.4
0.5 0.4 0.3
-0.5 0.1 -0.1
-0.1 -0.3 0.4
0.2 0.3 -0.2
0.1 0.0 0.2
-0.6 0.2 0.1
0.8 -0.6 1.1
0.1 -0.4 -0.1
-0.2 -0.3 0.0
-0.1 0.3 -0.3
-0.1 0.4 -0.7
-0.6 0.6 0.2
1.4 0.1 0.3
-0.3 -0.3 0.5
-0.2 -0.4 -0.4
0.3 -0.2 -0.4
-0.7 0.2 -0.1
-0.6 0.2 -0.1
0.9 -0.1 -0.6
0.3 -0.2 0.1
0.0 -0.4 0.0
-0.2 0.2 0.0
-0.2 0.1 0.6
-0.4 -0.3 0.2
0.5 -0.1 0.0
-0.1 0.2 -0.1
-0.2 -0.2 0.1
-0.2 -0.1 0.0
0.2 0.2 -0.6
-0.9 -0.2 -0.6
1.0 0.1 0.2
-0.3 0.2 -0.1
0.6 0.5 0.8
-0.3 -0.4 -0.6
-0.1 0.2 0.0

Question: Among the records above, which one has the highest E?
Answer: number 3

Question: Look up the LUMO of the first one.
Answer: 0.03 eV

Question: Among the records above, which one has the highest highest occupied orbital energy?
Answer: C10H40N6O10